No. 1
Entry from OMol25: a molecular structure, C58H49ClMgN4P4Se2 at a distorted geometry (ωB97M-V with the def2-TZVPD basis set).

Each line ends with the Löwdin charge.
CARTESIAN COORDINATES (ANGSTROEM)
Mg (10.72, -12.25, -22.25)  0.21
C (6.79, -14.43, -24.04)  -0.15
N (7.80, -13.64, -23.35)  -0.49
P (8.64, -12.28, -23.98)  0.91
C (8.72, -12.52, -25.80)  -0.35
C (7.63, -12.19, -26.62)  -0.09
C (7.67, -12.48, -27.97)  -0.09
C (8.77, -13.09, -28.57)  -0.08
C (9.86, -13.40, -27.76)  -0.08
C (9.86, -13.08, -26.39)  -0.10
C (7.56, -10.82, -23.83)  -0.38
C (6.34, -10.93, -23.18)  -0.10
C (5.52, -9.81, -23.04)  -0.06
C (5.90, -8.56, -23.54)  -0.08
C (7.11, -8.47, -24.25)  -0.09
C (7.94, -9.58, -24.37)  -0.10
P (8.82, -14.39, -22.07)  0.95
C (9.37, -16.06, -22.59)  -0.35
C (9.76, -16.20, -23.94)  -0.11
C (10.18, -17.44, -24.44)  -0.10
C (10.27, -18.55, -23.61)  -0.10
C (9.87, -18.42, -22.29)  -0.09
C (9.45, -17.20, -21.75)  -0.08
C (7.84, -14.58, -20.53)  -0.38
C (7.91, -13.53, -19.47)  -0.35
C (7.34, -13.98, -18.15)  -0.08
C (6.54, -15.06, -18.03)  -0.14
C (6.33, -15.90, -19.16)  -0.16
C (6.96, -15.67, -20.38)  -0.19
H (7.21, -15.13, -24.77)  0.07
H (6.04, -13.78, -24.50)  0.08
H (6.27, -15.04, -23.29)  0.08
H (6.75, -11.71, -26.20)  0.11
H (6.82, -12.16, -28.59)  0.11
H (8.77, -13.34, -29.65)  0.11
H (10.73, -13.93, -28.15)  0.10
H (10.76, -13.23, -25.78)  0.09
H (6.02, -11.88, -22.74)  0.07
H (4.56, -9.95, -22.51)  0.12
H (5.28, -7.65, -23.41)  0.11
H (7.45, -7.52, -24.73)  0.11
H (8.89, -9.53, -24.91)  0.11
H (9.77, -15.32, -24.59)  0.08
H (10.41, -17.51, -25.51)  0.11
H (10.62, -19.51, -23.99)  0.10
H (9.91, -19.27, -21.60)  0.11
H (9.21, -17.10, -20.67)  0.11
H (8.98, -13.35, -19.26)  0.10
H (7.53, -13.29, -17.32)  0.11
H (6.10, -15.32, -17.07)  0.10
H (5.64, -16.75, -19.01)  0.08
H (6.79, -16.40, -21.20)  0.10
Se (12.07, -13.69, -16.24)  0.28
P (13.07, -11.99, -17.12)  0.56
C (14.82, -12.31, -17.48)  -0.33
C (15.15, -13.62, -17.81)  -0.13
C (16.48, -13.97, -18.01)  -0.08
C (17.51, -13.06, -17.78)  -0.08
C (17.17, -11.79, -17.35)  -0.10
C (15.85, -11.39, -17.21)  -0.07
C (13.02, -10.46, -16.11)  -0.35
C (13.26, -9.22, -16.74)  -0.10
C (13.15, -8.05, -15.99)  -0.08
C (12.84, -8.11, -14.63)  -0.08
C (12.57, -9.35, -14.04)  -0.07
C (12.64, -10.52, -14.78)  -0.09
C (12.05, -11.53, -18.48)  -0.42
C (12.11, -11.71, -19.93)  -0.46
N (10.91, -11.30, -20.43)  -0.11
N (10.21, -10.73, -19.37)  -0.01
N (10.83, -10.89, -18.27)  0.03
P (13.47, -12.17, -21.00)  0.78
Se (12.82, -11.91, -23.20)  0.39
C (13.90, -13.95, -20.89)  -0.36
C (13.01, -14.79, -20.20)  -0.09
C (13.30, -16.15, -20.09)  -0.06
C (14.43, -16.69, -20.70)  -0.07
C (15.25, -15.87, -21.47)  -0.07
C (14.95, -14.51, -21.63)  -0.10
C (14.84, -10.99, -20.78)  -0.34
C (14.45, -9.64, -20.64)  -0.09
C (15.39, -8.70, -20.25)  -0.07
C (16.73, -9.04, -20.10)  -0.06
C (17.12, -10.36, -20.35)  -0.09
C (16.20, -11.35, -20.66)  -0.08
H (14.36, -14.39, -17.87)  0.07
H (16.72, -14.99, -18.36)  0.11
H (18.56, -13.34, -17.95)  0.11
H (17.95, -11.06, -17.11)  0.11
H (15.62, -10.36, -16.93)  0.11
H (13.48, -9.16, -17.81)  0.09
H (13.34, -7.10, -16.50)  0.11
H (12.79, -7.20, -14.03)  0.10
H (12.32, -9.42, -12.99)  0.11
H (12.36, -11.50, -14.36)  0.07
H (12.15, -14.37, -19.67)  0.10
H (12.60, -16.79, -19.53)  0.13
H (14.68, -17.75, -20.55)  0.12
H (16.12, -16.28, -22.03)  0.12
H (15.51, -13.90, -22.33)  0.11
H (13.41, -9.35, -20.83)  0.12
H (15.04, -7.67, -20.09)  0.12
H (17.48, -8.32, -19.76)  0.11
H (18.18, -10.65, -20.29)  0.12
H (16.51, -12.39, -20.76)  0.10
Cl (1.35, -11.63, -19.31)  0.65
C (3.06, -11.75, -19.45)  -0.69
C (3.57, -12.68, -20.38)  -0.10
C (4.94, -12.77, -20.58)  -0.05
C (5.81, -12.01, -19.79)  -0.20
C (7.32, -12.13, -19.85)  -0.13
C (5.27, -11.06, -18.90)  -0.03
C (3.91, -10.96, -18.69)  -0.11
H (2.87, -13.34, -20.90)  0.11
H (5.30, -13.42, -21.37)  0.10
H (7.70, -11.40, -19.13)  0.08
H (7.71, -11.86, -20.84)  0.08
H (5.96, -10.46, -18.31)  0.12
H (3.44, -10.26, -18.00)  0.10

Maximum force in hartree/bohr: 0.0805
DFT total energy in Ha: -9287.182047
Orbital gap in eV: 3.85
Energy relative to the best compared isomer or geometry (same formula, charge and spin) in kcal/mol: 0.0

=====

No. 2
Entry from OMol25: a molecular structure, C58H49N3OP2SSc at a distorted geometry (ωB97M-V with the def2-TZVPD basis set).

Each line ends with the Löwdin charge.
CARTESIAN COORDINATES (ANGSTROEM)
Sc (-0.43, 0.07, 0.43)  0.84
C (-2.52, -3.89, -0.04)  -0.01
C (-2.19, -2.55, -0.29)  -0.11
N (-1.74, -1.73, 0.64)  0.02
C (-1.56, -2.21, 1.90)  -0.16
C (-1.82, -3.57, 2.24)  -0.16
C (-2.31, -4.40, 1.21)  0.03
C (-1.54, -4.02, 3.54)  -0.04
C (-1.01, -3.16, 4.46)  -0.06
C (-0.79, -1.82, 4.17)  -0.01
C (-1.08, -1.30, 2.91)  -0.23
N (-0.85, -0.03, 2.47)  -0.06
C (-0.75, 1.06, 3.28)  -0.22
C (-1.30, 1.20, 4.55)  -0.01
C (-1.17, 2.38, 5.28)  -0.06
C (-0.47, 3.45, 4.78)  -0.04
C (0.07, 3.39, 3.48)  -0.16
C (0.75, 4.47, 2.88)  0.01
C (1.26, 4.32, 1.62)  -0.03
C (1.05, 3.12, 0.94)  -0.13
N (0.39, 2.09, 1.44)  0.05
C (-0.08, 2.20, 2.71)  -0.16
H (-2.90, -4.50, -0.83)  0.12
H (-2.30, -2.16, -1.30)  0.11
H (-2.50, -5.44, 1.43)  0.13
H (-1.75, -5.05, 3.78)  0.12
H (-0.76, -3.52, 5.45)  0.12
H (-0.36, -1.18, 4.92)  0.11
H (-1.87, 0.39, 4.98)  0.11
H (-1.62, 2.44, 6.26)  0.11
H (-0.35, 4.36, 5.35)  0.11
H (0.86, 5.39, 3.44)  0.13
H (1.82, 5.11, 1.15)  0.12
H (1.44, 3.01, -0.07)  0.11
O (0.62, -2.75, -0.50)  -0.47
S (0.89, -1.53, -1.29)  0.85
C (0.36, -1.82, -2.97)  -0.38
C (0.79, -2.92, -3.69)  -0.09
C (0.40, -3.04, -5.01)  -0.07
C (-0.39, -2.05, -5.57)  -0.06
C (-0.85, -0.99, -4.81)  -0.07
C (-0.51, -0.85, -3.46)  -0.25
P (-1.22, 0.62, -2.19)  0.93
C (-2.88, 0.53, -2.97)  -0.33
C (-3.28, 0.88, -4.25)  -0.11
C (-4.58, 0.62, -4.68)  -0.06
C (-5.49, 0.03, -3.83)  -0.07
C (-5.12, -0.27, -2.53)  -0.07
C (-3.83, -0.02, -2.11)  -0.14
C (0.05, 1.67, -2.99)  -0.33
C (-0.07, 2.42, -4.15)  -0.08
C (1.02, 3.13, -4.65)  -0.06
C (2.24, 3.08, -4.00)  -0.07
C (2.38, 2.33, -2.85)  -0.08
C (1.29, 1.64, -2.35)  -0.14
C (2.69, -1.51, -1.33)  -0.33
C (3.51, -1.70, -2.42)  -0.04
C (4.88, -1.78, -2.22)  -0.05
C (5.41, -1.66, -0.95)  -0.05
C (4.58, -1.41, 0.13)  -0.06
C (3.21, -1.32, -0.05)  -0.34
P (2.03, -0.99, 1.33)  1.11
C (2.37, -2.44, 2.38)  -0.32
C (1.54, -3.54, 2.24)  -0.09
C (1.75, -4.69, 2.98)  -0.07
C (2.81, -4.74, 3.87)  -0.06
C (3.65, -3.65, 4.01)  -0.07
C (3.43, -2.50, 3.28)  -0.09
C (2.86, 0.41, 2.16)  -0.36
C (3.52, 1.37, 1.41)  -0.11
C (3.95, 2.55, 2.00)  -0.08
C (3.69, 2.78, 3.34)  -0.07
C (3.01, 1.84, 4.10)  -0.06
C (2.60, 0.65, 3.51)  -0.09
H (1.41, -3.66, -3.21)  0.12
H (0.73, -3.89, -5.60)  0.11
H (-0.67, -2.11, -6.61)  0.11
H (-1.47, -0.26, -5.28)  0.08
H (-2.61, 1.37, -4.95)  0.08
H (-4.87, 0.89, -5.68)  0.11
H (-6.50, -0.17, -4.17)  0.11
H (-5.85, -0.69, -1.85)  0.11
H (-3.55, -0.22, -1.08)  0.09
H (-1.00, 2.49, -4.68)  0.09
H (0.90, 3.73, -5.54)  0.11
H (3.09, 3.62, -4.40)  0.11
H (3.33, 2.29, -2.33)  0.11
H (1.40, 1.05, -1.44)  0.06
H (3.09, -1.81, -3.41)  0.11
H (5.54, -1.95, -3.07)  0.11
H (6.48, -1.75, -0.80)  0.11
H (5.00, -1.29, 1.12)  0.11
H (0.74, -3.52, 1.51)  0.08
H (1.10, -5.54, 2.86)  0.11
H (2.99, -5.64, 4.45)  0.11
H (4.48, -3.69, 4.70)  0.11
H (4.09, -1.65, 3.40)  0.10
H (3.71, 1.21, 0.36)  0.10
H (4.47, 3.28, 1.41)  0.11
H (4.01, 3.71, 3.79)  0.11
H (2.80, 2.02, 5.14)  0.12
H (2.06, -0.08, 4.09)  0.11
C (-4.21, 3.00, -0.95)  -0.07
C (-2.75, 3.35, -1.18)  -0.45
C (-2.56, 3.95, -2.57)  -0.07
C (-1.80, 2.17, -0.93)  -0.30
H (-4.83, 3.89, -1.02)  0.08
H (-4.35, 2.57, 0.04)  0.08
H (-4.57, 2.29, -1.69)  0.06
H (-2.49, 4.12, -0.44)  0.13
H (-2.84, 3.21, -3.32)  0.05
H (-1.53, 4.24, -2.73)  0.07
H (-3.20, 4.82, -2.69)  0.09
H (-0.81, 2.61, -0.73)  0.03
H (-2.14, 1.65, 0.00)  0.04

Maximum force in hartree/bohr: 0.0299
DFT total energy in Ha: -4320.566101
Charge: +1
Orbital gap in eV: 6.10
Energy relative to the best compared isomer or geometry (same formula, charge and spin) in kcal/mol: 64.2

=====

No. 3
Entry from OMol25: 7 unconnected molecules or ions with the total composition C58H57BNO31 at a distorted geometry (ωB97M-V with the def2-TZVPD basis set).

Each line ends with the Löwdin charge.
CARTESIAN COORDINATES (ANGSTROEM)
C (6.10, -1.09, -0.26)  -0.04
C (4.99, -1.70, -0.67)  -0.07
B (3.90, -2.45, 0.32)  -0.80
C (4.60, -3.77, 1.00)  -0.03
C (4.38, -4.97, 0.09)  -0.32
C (5.02, -4.97, -1.23)  -0.11
O (5.48, -5.84, -0.17)  -0.08
O (3.48, -1.43, 1.35)  -0.02
C (2.20, -0.92, 0.98)  -0.25
C (2.39, 0.21, 0.00)  -0.12
C (1.20, 1.12, -0.32)  -0.18
C (0.63, 1.85, 0.89)  -0.26
O (-0.39, 1.09, 1.53)  -0.07
C (1.57, -2.24, 0.41)  -0.38
C (1.25, -3.05, 1.65)  -0.08
O (0.68, -4.33, 1.25)  -0.10
N (0.68, -5.29, 2.27)  -0.02
O (0.20, -4.90, 3.27)  0.04
C (0.37, -2.16, -0.53)  -0.08
O (-0.82, -1.61, 0.04)  -0.03
C (-1.87, -2.49, 0.18)  -0.21
C (-2.10, -3.00, 1.44)  0.03
C (-3.11, -3.90, 1.71)  -0.27
C (-3.35, -4.42, 3.10)  -0.04
C (-3.91, -4.31, 0.64)  -0.06
C (-3.70, -3.79, -0.61)  -0.04
C (-2.70, -2.85, -0.88)  -0.14
C (-2.62, -2.29, -2.29)  -0.35
C (-2.66, -0.76, -2.26)  -0.05
C (-1.45, -2.83, -3.12)  -0.05
O (2.61, -2.74, -0.37)  0.05
H (6.68, -0.42, -0.88)  0.01
H (6.46, -1.24, 0.76)  0.05
H (4.78, -1.65, -1.75)  0.08
H (4.18, -4.04, 1.98)  0.09
H (5.69, -3.70, 1.07)  0.10
H (3.39, -5.42, 0.14)  0.14
H (5.76, -4.20, -1.44)  0.10
H (4.57, -5.51, -2.05)  0.10
H (1.74, -0.60, 1.92)  0.15
H (3.21, 0.84, 0.36)  0.13
H (2.75, -0.23, -0.94)  0.12
H (1.57, 1.89, -1.00)  0.11
H (0.41, 0.60, -0.87)  0.09
H (0.19, 2.79, 0.53)  0.10
H (1.45, 2.09, 1.57)  0.12
H (-0.97, 1.70, 1.98)  0.07
H (2.15, -3.25, 2.23)  0.12
H (0.56, -2.50, 2.29)  0.11
H (0.19, -3.16, -0.92)  0.13
H (0.67, -1.53, -1.37)  0.12
H (-1.45, -2.69, 2.25)  0.11
H (-4.33, -4.11, 3.46)  0.05
H (-2.60, -4.02, 3.78)  0.07
H (-3.33, -5.51, 3.13)  0.08
H (-4.70, -5.03, 0.80)  0.11
H (-4.33, -4.10, -1.43)  0.11
H (-3.54, -2.62, -2.78)  0.12
H (-3.08, -0.35, -3.18)  0.07
H (-1.69, -0.33, -2.05)  0.06
H (-3.33, -0.45, -1.46)  0.09
H (-1.24, -3.88, -2.91)  0.09
H (-1.72, -2.76, -4.17)  0.07
H (-0.55, -2.23, -3.00)  0.06
C (10.70, 2.26, 1.87)  0.07
C (9.55, 2.20, 1.19)  -0.23
C (9.40, 1.38, -0.07)  -0.30
O (8.32, 1.37, -0.62)  0.10
C (10.56, 0.65, -0.56)  0.08
C (11.71, 0.70, 0.12)  -0.24
C (11.85, 1.51, 1.39)  -0.32
O (12.94, 1.49, 1.94)  0.09
O (12.82, 0.08, -0.25)  0.11
O (8.45, 2.84, 1.54)  0.12
H (10.82, 2.84, 2.77)  0.13
H (10.43, 0.07, -1.47)  0.14
H (13.49, 0.29, 0.43)  0.11
H (7.77, 2.60, 0.89)  0.13
C (6.50, 3.53, -4.59)  0.07
C (7.09, 2.37, -4.26)  -0.23
C (8.59, 2.18, -4.37)  -0.31
O (9.04, 1.10, -4.04)  0.11
C (9.40, 3.28, -4.87)  0.07
C (8.80, 4.43, -5.20)  -0.24
C (7.31, 4.63, -5.07)  -0.32
O (6.88, 5.73, -5.38)  0.09
O (9.45, 5.49, -5.66)  0.11
O (6.43, 1.33, -3.81)  0.14
H (5.44, 3.68, -4.51)  0.13
H (10.46, 3.12, -4.96)  0.13
H (8.76, 6.17, -5.81)  0.12
H (7.08, 0.63, -3.61)  0.13
C (-1.37, 3.00, -6.49)  0.07
C (-0.96, 2.31, -5.42)  -0.23
C (-1.18, 2.82, -4.01)  -0.30
O (-0.79, 2.11, -3.10)  0.12
C (-1.85, 4.09, -3.83)  0.08
C (-2.26, 4.77, -4.90)  -0.23
C (-2.05, 4.27, -6.31)  -0.32
O (-2.48, 4.96, -7.21)  0.10
O (-2.87, 5.95, -4.83)  0.09
O (-0.33, 1.16, -5.49)  0.12
H (-1.21, 2.65, -7.50)  0.13
H (-2.00, 4.46, -2.82)  0.12
H (-3.05, 6.23, -5.75)  0.12
H (-0.15, 0.88, -4.56)  0.12
C (-4.37, 7.54, -2.21)  0.08
C (-3.95, 6.86, -1.13)  -0.22
C (-4.18, 7.36, 0.28)  -0.31
O (-3.78, 6.66, 1.19)  0.11
C (-4.85, 8.63, 0.46)  0.07
C (-5.26, 9.31, -0.62)  -0.24
C (-5.06, 8.80, -2.03)  -0.31
O (-5.48, 9.49, -2.93)  0.10
O (-5.89, 10.48, -0.56)  0.11
O (-3.32, 5.70, -1.20)  0.11
H (-4.20, 7.18, -3.21)  0.12
H (-5.00, 8.99, 1.47)  0.13
H (-6.07, 10.74, -1.49)  0.12
H (-3.14, 5.42, -0.29)  0.13
C (-6.13, -3.36, 8.77)  0.07
C (-6.04, -2.94, 7.50)  -0.23
C (-6.20, -3.89, 6.33)  -0.29
O (-6.11, -3.41, 5.22)  0.09
C (-6.44, -5.29, 6.60)  0.08
C (-6.53, -5.71, 7.87)  -0.23
C (-6.39, -4.76, 9.04)  -0.31
O (-6.51, -5.24, 10.15)  0.10
O (-6.74, -6.96, 8.22)  0.12
O (-5.81, -1.69, 7.16)  0.13
H (-6.02, -2.69, 9.61)  0.14
H (-6.53, -5.96, 5.75)  0.14
H (-6.76, -6.97, 9.19)  0.12
H (-5.80, -1.65, 6.18)  0.12
C (-9.52, -0.53, 2.69)  0.07
C (-10.35, -1.13, 1.83)  -0.24
C (-10.00, -2.43, 1.13)  -0.32
O (-10.84, -2.89, 0.40)  0.09
C (-8.70, -3.01, 1.38)  0.07
C (-7.85, -2.40, 2.23)  -0.23
C (-8.22, -1.12, 2.95)  -0.31
O (-7.40, -0.66, 3.72)  0.11
O (-6.65, -2.85, 2.52)  0.11
O (-11.56, -0.67, 1.53)  0.11
H (-9.77, 0.40, 3.19)  0.13
H (-8.44, -3.92, 0.86)  0.14
H (-6.27, -2.23, 3.16)  0.10
H (-11.93, -1.32, 0.89)  0.12

Maximum force in hartree/bohr: 0.0233
DFT total energy in Ha: -4656.329715
Charge: -1
Orbital gap in eV: 4.42